(1)
ORCA calculation (ωB97M-V/def2-TZVPD) on one molecule with the formula C4H5N3.

Geometry as XYZ:
```
12
Properties=species:S:1:pos:R:3:forces:R:3
N -0.096845 1.147488 -1.912723 0.223 -0.094 -0.200
C 0.046536 0.445036 -0.756785 0.535 -0.226 -0.415
N -0.424989 1.017123 0.330031 0.703 0.171 -1.384
C -0.586025 0.326885 1.493102 -0.183 0.938 -1.924
C -0.062136 -0.990110 1.551320 -0.334 0.595 0.039
C 0.583389 -1.421982 0.384531 -0.064 0.188 0.045
N 0.624764 -0.751786 -0.772151 -0.037 -0.352 0.155
H 0.458889 0.830640 -2.685932 0.020 0.073 -0.143
H -0.289103 2.136082 -1.830069 0.056 -0.291 0.010
H -1.242495 1.302955 1.431882 -0.615 -1.628 3.833
H -0.106736 -1.654032 2.414461 -0.114 0.396 -0.203
H 1.094752 -2.388301 0.352334 -0.191 0.230 0.186
```
Positions in Å, forces in eV/Å.

Output
Energy relative to the best compared isomer or geometry (same formula, charge and spin): 68.4 kcal/mol
F_max: 4.21 eV/Å
E_LUMO: 0.03347 Ha
HOMO energy: -9.01 eV
Electronic energy: -319.60318 Ha
Total charge: 0


(2)
ORCA calculation (ωB97M-V/def2-TZVPD) on a 2-piece molecular cluster, C5H14NO overall.

Geometry as XYZ:
```
21
Properties=species:S:1:pos:R:3:forces:R:3
C 0.354744 1.076937 -0.310630 -2.113 2.746 -0.397
C 1.224590 0.391728 0.662195 1.920 -1.779 0.533
C 0.991826 -1.135481 0.863337 1.009 -0.575 -0.459
C -0.753784 -1.875937 2.293901 -3.815 -1.640 1.399
C -0.480936 -1.380202 1.131917 1.707 2.071 -1.744
N 1.071365 1.164705 -1.755996 -1.127 -0.660 1.019
H -0.811430 0.867076 -0.394012 2.832 -0.283 -0.581
H 0.281486 2.124839 0.065091 0.384 -0.404 -0.828
H 1.239526 0.935662 1.602602 -0.411 -0.102 0.173
H 2.255058 0.531558 0.290106 -0.060 -0.009 0.262
H 1.394670 -1.677472 -0.035986 -0.819 0.467 0.223
H 1.650212 -1.694754 1.646752 -1.212 1.679 -0.852
H -0.203687 -2.114559 3.180054 1.178 -0.196 -0.291
H -1.797691 -2.199267 2.427240 0.118 0.660 0.327
H -1.235710 -0.823203 0.452304 1.033 -1.985 1.078
H 2.126027 1.313033 -1.700257 -1.842 0.318 0.061
H 0.528847 1.893385 -2.318594 1.262 -1.479 0.525
H 0.959731 0.182335 -2.096944 -0.100 1.176 -0.429
H -2.984842 1.222322 -2.598005 -0.196 1.123 -1.583
H -3.290011 0.339631 -1.534669 1.093 0.142 0.322
O -2.519999 0.857661 -1.870406 -0.844 -1.269 1.242
```
Positions in Å, forces in eV/Å.

Output
Energy relative to the best compared isomer or geometry (same formula, charge and spin): 71.0 kcal/mol
F_max: 4.38 eV/Å
E_LUMO: -0.13062 Ha
HOMO energy: -12.85 eV
Electronic energy: -328.57304 Ha
Total charge: +1


(3)
ORCA calculation (ωB97M-V/def2-TZVPD) on C20H16Cl4NO5Pt as an isolated structure.

Geometry as XYZ:
```
47
Properties=species:S:1:pos:R:3:forces:R:3
Pt -0.818015 0.097541 -0.655763 -0.855 2.638 -0.794
Cl 4.307537 0.217580 4.842336 0.874 -0.260 0.267
C 2.879554 0.426437 3.980392 -3.866 0.220 1.001
C 1.640173 0.545871 4.698039 1.531 0.171 0.431
C 0.497390 0.967194 4.051725 0.326 -0.342 -1.423
C 0.454732 1.197741 2.586372 0.385 -0.851 1.768
O -0.564169 1.704237 2.108679 0.215 0.019 -0.748
C 1.701039 0.766064 1.836401 -0.751 0.256 1.863
C 1.918851 0.772188 0.469789 0.258 0.299 -0.928
O 1.092397 0.676178 -0.516822 0.019 -0.262 -0.790
C 2.822849 0.444181 2.589073 1.250 0.010 0.050
H 1.640546 0.388189 5.780074 0.054 0.139 -0.344
H -0.427183 1.122718 4.602412 0.154 0.104 -0.184
H 2.976702 0.975430 0.275657 -0.213 -0.271 -0.873
H 3.788926 0.184155 2.152210 -0.429 0.157 -0.560
C 1.286535 2.604702 -4.627883 0.931 -1.062 0.308
C 0.133075 1.918313 -3.870465 -0.432 0.596 -0.056
C -1.107205 2.043604 -4.780099 -0.079 -1.652 0.062
O 0.405063 0.504149 -3.727827 0.006 0.402 0.115
C -0.237610 2.596064 -2.485284 0.291 -1.403 -0.516
O 0.231373 3.696463 -2.288779 -0.324 0.441 0.419
O -1.054194 1.913426 -1.723070 0.364 0.696 -0.468
H 1.680403 1.806564 -5.299830 -0.157 0.666 0.258
H 2.093544 2.917779 -3.959088 -0.076 -0.172 0.050
H 1.043946 3.481201 -5.221656 -0.468 0.009 0.061
H -0.896439 1.451765 -5.700273 -0.202 0.378 0.457
H -1.394127 3.051231 -5.071691 0.268 0.137 0.270
H -1.935012 1.553177 -4.245485 0.043 0.198 -0.310
H 0.888682 0.311069 -2.899633 -0.361 0.508 -0.415
Cl -5.940585 -0.254165 0.992523 0.373 0.472 -2.442
C -5.390024 0.132265 -0.967850 1.399 -0.438 3.034
Cl -5.893697 -1.134117 -1.973703 -1.194 -0.481 -0.682
Cl -5.725145 1.762171 -1.343307 -0.812 0.382 -0.303
C -3.946922 0.002382 -0.866975 1.566 -0.127 0.612
N -2.803085 -0.097251 -0.779806 -0.414 0.113 -0.460
C -0.659541 -1.415011 0.368370 -1.583 -0.221 0.735
C -0.395777 -2.552912 1.012117 1.581 -0.716 0.171
C -0.936197 -3.086838 2.236260 0.049 0.241 -0.414
C -0.112065 -3.797674 3.079012 -0.600 -0.175 0.110
C 1.165949 -4.224946 2.698874 -0.282 -0.214 0.217
C 1.595441 -3.920676 1.398720 0.152 0.203 -0.010
C 0.865822 -3.087257 0.573421 0.788 -0.519 0.281
H -1.974515 -2.888783 2.479839 0.192 0.279 0.236
H -0.526310 -4.024736 4.058579 0.234 -0.258 -0.039
H 1.755484 -4.829080 3.400634 -0.122 0.340 -0.467
H 2.561670 -4.269185 1.075473 0.276 -0.071 -0.109
H 1.310131 -2.649420 -0.341684 -0.358 -0.579 0.557
```
Positions in Å, forces in eV/Å.

Output
Energy relative to the best compared isomer or geometry (same formula, charge and spin): 4.1 kcal/mol
F_max: 4.00 eV/Å
E_LUMO (spin up / spin down): 0.01438 / 0.01491 Ha
HOMO energy (spin up / spin down): -2.63 / -5.80 eV
2S+1: 5
Electronic energy: -3162.54595 Ha
Total charge: -1


(4)
ORCA calculation (ωB97M-V/def2-TZVPD) on C12H23Cl2NO3PTi as an isolated structure.

Geometry as XYZ:
```
43
Properties=species:S:1:pos:R:3:forces:R:3
C 1.073357 -3.354693 -2.317045 -0.366 0.112 0.002
C 1.866839 -2.203344 -1.800771 -1.006 1.266 0.561
H 0.014089 -3.185206 -2.109067 0.113 -0.055 -0.199
H 1.400576 -4.280981 -1.832895 0.010 0.179 -0.160
H 1.247660 -3.461294 -3.404293 -0.043 0.044 0.441
O 1.365654 -1.101856 -1.459789 0.964 -1.702 -0.495
Cl 3.535883 -2.544001 -1.696981 -0.176 0.665 0.116
Ti 0.125446 0.620222 -0.860262 3.717 -0.360 0.970
P 0.065421 1.130797 -3.305556 0.503 0.668 -1.764
C -1.457060 1.660325 -4.151660 -0.308 -0.030 0.167
C 1.258020 2.445533 -3.741429 0.152 0.119 0.249
H 1.650169 -0.555057 -4.036549 -0.176 0.149 -0.170
H 0.673079 0.102371 -5.393535 -0.001 -0.149 0.283
H -0.038094 -1.085146 -4.250221 0.126 0.069 -0.168
C 0.649184 -0.237737 -4.349082 -0.089 -0.351 0.097
H 2.244466 2.195450 -3.331157 -0.179 0.073 -0.103
H 1.339525 2.531199 -4.834854 -0.111 -0.068 0.308
H -1.251077 1.776110 -5.232455 -0.122 -0.014 0.559
H -1.808785 2.615486 -3.728915 0.117 -0.300 -0.236
H 0.947975 3.407404 -3.315911 0.046 -0.229 -0.123
H -2.243587 0.903637 -4.003596 0.188 0.264 -0.186
C -1.792486 0.977607 -1.030983 -7.780 2.885 0.206
O -2.881564 1.412357 -1.027936 5.014 -2.243 -0.193
Cl 0.653633 2.724458 -0.382839 -0.360 -0.813 -0.255
O 0.083711 -0.299134 0.849202 -0.034 -0.277 -0.387
C -0.291493 -0.470641 2.056260 -1.130 0.174 0.888
C 0.643507 -1.068621 3.068454 0.193 -0.079 -0.492
C 1.063758 -0.105767 4.183534 0.116 0.192 0.403
C -0.019107 0.172864 5.230043 0.261 0.029 0.143
C -1.311956 0.769454 4.686398 -0.047 0.018 0.348
C -2.076912 -0.167140 3.758657 -0.106 0.007 0.421
N -1.529082 -0.134793 2.399830 0.652 -0.411 -0.881
H 0.145958 -1.958943 3.488124 0.168 0.212 -0.075
H 1.532581 -1.386831 2.507421 -0.299 -0.031 0.176
H 1.924388 -0.556684 4.697163 -0.210 0.098 -0.206
H 1.427602 0.837064 3.750645 -0.098 -0.183 0.009
H -0.242008 -0.757169 5.773456 0.003 0.161 -0.107
H 0.402265 0.866639 5.967886 -0.093 -0.172 -0.103
H -1.967319 1.001476 5.534851 0.113 -0.009 -0.181
H -1.104270 1.715085 4.171717 -0.127 -0.069 0.033
H -2.039593 -1.199161 4.135764 -0.101 0.206 -0.095
H -3.128015 0.138613 3.706724 0.285 -0.158 -0.201
H -2.152332 0.110054 1.631660 0.219 0.111 0.401
```
Positions in Å, forces in eV/Å.

Output
Energy relative to the best compared isomer or geometry (same formula, charge and spin): 0.0 kcal/mol
F_max: 8.30 eV/Å
E_LUMO (spin up / spin down): -0.32069 / -0.31255 Ha
HOMO energy (spin up / spin down): -15.94 / -16.64 eV
2S+1: 2
Electronic energy: -2862.29528 Ha
Total charge: +2